Entry 1:
A cluster of 5 separate species, C3H17N3O5 in total, computed with wB97M-V/def2-TZVPD.

The total energy comes out at -18096.6488 eV. The charge is 0. The HOMO energy comes out at -9.39 eV. Its structure (SMILES) is NCCNC(N)=O.O.O.O.O. The value obtained for the LUMO energy is 0.02146 Eh. The calculation puts the relative energy (zero: lowest compared OMol25 entry of this formula, charge and spin) at 0.00 kJ/mol.

Cartesian coordinates (Å):
1 O -1.9524 -0.7855 -1.9298
2 O 0.1439 -1.9496 1.7840
3 O -0.2867 2.4637 1.3787
4 O 0.1985 0.4111 3.0926
5 O -2.0262 -2.4929 0.2019
6 N 0.5929 2.1023 -0.6650
7 N -1.4294 1.1596 -0.0630
8 N 2.6343 0.1689 -0.4394
9 C 0.8417 1.1775 -1.7506
10 C -0.3712 1.9197 0.2689
11 C 1.4584 -0.1283 -1.2508
12 H -1.4436 0.5458 -0.8667
13 H 0.0238 0.6443 3.9966
14 H 1.7326 -0.7293 -2.1111
15 H 3.3657 -0.5033 -0.5711
16 H -0.0853 0.9884 -2.3047
17 H 2.4338 0.2063 0.5510
18 H -1.2544 -2.3210 0.8084
19 H -1.9938 -1.4472 -1.2129
20 H 1.3994 2.5616 -0.2984
21 H -2.1408 1.0697 0.6359
22 H 0.0207 -1.2041 2.3886
23 H 0.6894 -0.6950 -0.7314
24 H -0.0458 1.2005 2.5367
25 H 0.8354 -1.6687 1.1854
26 H 1.5306 1.6221 -2.4436
27 H -2.0810 -3.4646 0.1933
28 H -2.7903 -0.8519 -2.3834

Entry 2:
A cluster of 2 separate species, C2H7NO2 in total in a non-equilibrium geometry, computed with wB97M-V/def2-TZVPD.

The total energy comes out at -7772.1220 eV. The charge is 0. The HOMO energy comes out at -9.85 eV. Its structure (SMILES) is CC(N)=O.O. The value obtained for the LUMO energy is 0.01605 Eh. The calculation puts the relative energy (zero: lowest compared OMol25 entry of this formula, charge and spin) at 135.44 kJ/mol.

Cartesian coordinates (Å):
1 O -3.2268 -0.1584 -0.5560
2 O 2.4528 0.1184 -0.0536
3 N 0.2042 0.8019 -0.6363
4 C 0.6189 -0.8121 1.1501
5 C 1.2430 0.1602 0.0817
6 H -0.6781 0.3325 -0.7443
7 H 0.1394 -1.7416 1.0064
8 H -3.7946 0.5781 -0.9486
9 H -0.1682 -0.3983 1.9346
10 H 1.4270 -1.1393 1.8892
11 H 0.5385 1.4131 -1.3729
12 H -3.8733 -0.4267 0.1752

Entry 3:
A cluster of 3 separate species, C19H20BN2O6 in total in a non-equilibrium geometry, computed with wB97M-V/def2-TZVPD.

The total energy comes out at -35961.3302 eV. The charge is +1. The HOMO energy comes out at -12.60 eV. The value obtained for the LUMO energy is -0.18059 Eh.

Cartesian coordinates (Å):
1 O -2.7401 0.0128 0.1238
2 O -3.1584 -3.8973 -2.0041
3 O 0.7758 1.1562 3.4252
4 O 0.4757 -2.0474 -5.3864
5 O -3.0663 1.4042 -1.8361
6 O -2.9759 -0.7436 6.6473
7 N -0.0797 1.2872 -1.9593
8 N 1.1584 1.7313 -1.8403
9 C 1.7673 2.2826 -0.8060
10 C -1.7238 -2.1382 -2.6139
11 C -0.3571 -2.4765 -4.6166
12 C -0.5849 1.5103 5.3150
13 C 3.2570 2.6635 -0.9432
14 C -0.8139 -1.6746 -3.4573
15 C -1.5289 1.0342 6.1245
16 C -0.7256 1.4710 -0.8092
17 C -2.1197 -0.3092 5.9117
18 C -2.3295 -3.4802 -2.7824
19 C 4.1001 1.3043 -0.9939
20 C -0.2570 2.0876 0.4032
21 C -1.6192 -1.1010 4.7611
22 C -0.9598 -3.8196 -4.7927
23 C -0.6753 -0.6222 3.9536
24 C 3.4652 0.1358 -0.1755
25 C -1.8758 -4.2856 -3.9418
26 C -0.0873 0.7192 4.1681
27 C 1.0953 2.5402 0.4326
28 B -2.2645 0.9148 -0.7987
29 H -2.3261 -5.2634 -4.0552
30 H -0.6159 -4.3938 -5.6434
31 H -2.0100 -0.5415 0.4525
32 H -0.9340 2.1903 1.2619
33 H 4.2116 -0.6926 -0.1728
34 H 3.3178 0.4171 0.8893
35 H -0.1418 2.4882 5.4559
36 H -0.3667 -0.6969 -3.3374
37 H -2.0569 -1.5568 -1.7664
38 H -1.9060 1.5983 6.9680
39 H 1.5673 3.0126 1.3012
40 H 3.5999 3.3574 -0.1598
41 H -3.0434 0.7141 -2.5262
42 H 4.1884 1.0093 -2.0584
43 H 3.3560 3.1014 -1.9643
44 H -2.0610 -2.0793 4.6194
45 H 2.5524 -0.2986 -0.6357
46 H 5.0931 1.5373 -0.5549
47 H -0.2961 -1.1858 3.1096
48 H 1.7188 1.6226 -2.6921

Entry 4:
A cluster of 2 separate species, C9H15NO in total in a non-equilibrium geometry, computed with wB97M-V/def2-TZVPD.

The total energy comes out at -13109.1511 eV. The charge is 0. The HOMO energy comes out at -8.37 eV. Its structure (SMILES) is C/C=C1\NC1=O.C/C=C/CC. The value obtained for the LUMO energy is 0.02599 Eh. The calculation puts the relative energy (zero: lowest compared OMol25 entry of this formula, charge and spin) at 499.50 kJ/mol.

Cartesian coordinates (Å):
1 O -0.9525 1.5852 -3.1492
2 N 1.1183 0.4476 -2.6849
3 C -2.1261 0.5619 0.6563
4 C -2.8477 0.5287 2.0415
5 C 0.3135 1.1442 0.2364
6 C -0.6660 0.4484 0.8360
7 C 1.5250 -2.3889 -1.3646
8 C 0.2505 -1.5957 -1.3928
9 C 0.1823 -0.4290 -2.0183
10 C -0.2069 0.8119 -2.6481
11 C 1.7205 0.8240 0.4509
12 H 1.8100 -2.8508 -0.4616
13 H -3.9175 1.0469 2.0351
14 H -0.3256 -0.4271 1.4326
15 H 1.8460 -0.1046 0.8487
16 H -2.3708 1.3840 0.0436
17 H 2.3695 0.7508 -0.5209
18 H 2.4244 -1.7175 -1.6643
19 H 2.0352 1.6295 0.9980
20 H 1.9385 0.5619 -3.3751
21 H -0.6529 -2.1341 -0.9516
22 H -2.4169 -0.3717 -0.0111
23 H -2.8831 -0.4010 2.6126
24 H 1.6045 -3.2436 -2.0709
25 H -2.3330 1.1974 2.7139
26 H 0.1007 1.8239 -0.6300

Entry 5:
A cluster of 9 separate species, C31H49NO20S in total in a non-equilibrium geometry, computed with wB97M-V/def2-TZVPD.

The total energy comes out at -86212.5910 eV. The charge is 0. The HOMO energy comes out at -9.76 eV. Its structure (SMILES) is C[N+](=O)[O-].O=S1(=O)OCCO1.O=C1CCCO1.O=C1CCCO1.O=C1CCCO1.O=C1CCCO1.O=C1CCCO1.O=C1CCCO1.O=C1CCCO1. The value obtained for the LUMO energy is 0.01326 Eh.

Cartesian coordinates (Å):
1 S -2.5827 -2.5542 -3.0779
2 O -1.1367 -2.8624 -2.8375
3 O 0.9094 4.3847 2.7620
4 O -3.0208 2.9292 -2.8863
5 O -2.9806 -2.7028 -4.7021
6 O -2.8656 -0.8858 -3.1161
7 O -0.6321 -0.6193 -7.2862
8 O -3.6164 -3.1512 -2.2405
9 O -2.5496 3.6711 -0.7838
10 O 2.2945 2.3316 -1.6651
11 O -1.0716 1.5109 1.9126
12 O -0.5279 -2.6619 7.3229
13 O 0.0196 -2.7413 -7.2503
14 O -0.3352 -3.3101 2.7997
15 O -1.1770 -4.3004 0.9395
16 O 2.5599 -1.3736 1.3875
17 O 1.9729 0.4804 2.4065
18 O -1.5250 -0.5027 1.0673
19 O -0.9366 5.4005 3.1753
20 O 0.0186 -1.3871 5.6281
21 O 3.6593 4.1540 -1.8629
22 N -0.1073 4.5253 3.3813
23 C -0.6281 4.9923 -1.2910
24 C -0.8545 -2.1535 6.3094
25 C -0.3558 3.4186 4.3598
26 C -3.6052 -1.5459 -5.2297
27 C 0.0883 0.7569 -0.1264
28 C -2.2401 3.4247 -2.0874
29 C 0.3140 0.2504 -5.3372
30 C 2.4327 -0.6522 2.5042
31 C 2.8489 -1.4035 3.7478
32 C -0.3529 -6.4316 1.1540
33 C 3.0452 3.5621 0.3509
34 C 2.9117 3.2796 -1.1491
35 C -0.8736 -1.2902 0.0912
36 C 0.9237 -1.1710 -5.6356
37 C -0.9570 4.1697 -2.5406
38 C -2.2025 -2.1147 5.5596
39 C -0.4707 0.6460 -6.6424
40 C -0.8641 -5.4456 0.1501
41 C 0.0574 -1.6149 -6.7434
42 C -1.4950 4.3282 -0.1766
43 C -0.4264 -4.2985 2.0808
44 C -2.1483 -0.7332 4.9224
45 C 2.9832 -2.6888 1.6845
46 C 0.3735 -5.6255 2.2413
47 C 3.5269 -2.6037 3.0875
48 C -0.6613 -0.6108 4.6026
49 C -3.8655 -0.6005 -4.1051
50 C 4.4084 4.9188 -1.0420
51 C -0.2864 -0.4108 -0.9370
52 C 3.7830 4.8601 0.3187
53 C -0.8351 0.6335 1.0748
54 H -0.9747 -0.2309 -1.7628
55 H 0.3802 2.6222 4.2497
56 H 2.0702 3.6418 0.8316
57 H 3.1251 5.7045 0.5245
58 H 3.7026 -3.0509 0.9501
59 H 4.6087 5.9378 -1.3729
60 H -3.0244 -2.2051 6.2698
61 H 4.5969 -2.3978 3.0593
62 H 1.4484 -5.4462 2.2218
63 H -1.7509 -5.7628 -0.3986
64 H -4.8586 -0.6460 -3.6582
65 H -0.1527 -1.9117 0.6224
66 H 0.1480 -5.9167 3.2672
67 H -0.3467 0.3098 -4.4723
68 H 1.1552 0.7080 0.0915
69 H 0.3845 4.8722 -0.9060
70 H -1.3922 1.2220 -6.5588
71 H -0.7932 3.7090 0.3822
72 H -0.0837 -5.2095 -0.5733
73 H 5.4000 4.4692 -1.0928
74 H 1.9631 -1.6917 4.3139
75 H -1.6687 -1.9111 -0.3216
76 H -2.2744 -2.9701 4.8878
77 H 3.5454 -0.9136 4.4281
78 H -2.9724 -1.1367 -6.0172
79 H 4.4242 4.8462 1.2001
80 H -2.4639 0.0456 5.6167
81 H -1.1778 -6.9273 1.6657
82 H 0.6229 -0.9083 -1.2743
83 H -0.3847 3.2428 -2.5779
84 H -1.3658 3.0764 4.1343
85 H -0.3135 -0.8585 3.5997
86 H 1.0481 1.0385 -5.1700
87 H 3.3110 -3.5351 3.6110
88 H 0.2747 -7.1793 0.6690
89 H -0.1546 1.7009 -0.6142
90 H -1.0422 4.7231 -3.4758
91 H -0.3712 0.4226 4.7929
92 H 0.1368 1.2946 -7.2736
93 H -1.9379 5.0964 0.4572
94 H -0.3203 3.7815 5.3870
95 H -3.7056 0.4091 -4.4835
96 H 2.1503 -3.3919 1.6795
97 H 0.6233 -1.8407 -4.8298
98 H 3.4962 2.6653 0.7759
99 H -4.5558 -1.7015 -5.7398
100 H -0.7291 6.0688 -1.4289
101 H -2.7034 -0.7215 3.9844
102 H 1.9586 -1.3244 -5.9411

no.,orbital gap (eV)
1,10.0
2,10.3
3,7.7
4,9.1
5,10.1